(a)
Computed, not measured: a molecular structure, C34H29IrN4O7S, with the ωB97M-V functional and the def2-TZVPD basis.

Atoms and positions in Å:
Ir (-0.45, 0.51, 0.16)
O (1.77, 3.36, 3.01)
C (0.79, 4.25, 3.20)
C (0.92, 5.14, 4.27)
C (-0.05, 6.08, 4.53)
C (-1.19, 6.15, 3.73)
C (-1.33, 5.27, 2.67)
C (-0.36, 4.32, 2.39)
C (-0.54, 3.36, 1.26)
O (0.41, 2.51, 1.04)
N (-1.65, 3.41, 0.57)
N (-1.58, 2.42, -0.43)
C (-1.86, 2.85, -1.60)
C (-1.77, 2.09, -2.84)
C (-1.78, 2.79, -4.05)
C (-1.62, 2.15, -5.25)
C (-1.43, 0.76, -5.26)
C (-1.43, 0.05, -4.08)
C (-1.62, 0.69, -2.84)
O (-1.70, -0.01, -1.73)
H (1.51, 2.81, 2.22)
H (1.81, 5.06, 4.88)
H (0.07, 6.76, 5.36)
H (-1.96, 6.89, 3.93)
H (-2.20, 5.30, 2.03)
H (-2.13, 3.90, -1.68)
H (-1.92, 3.87, -4.01)
H (-1.63, 2.71, -6.18)
H (-1.28, 0.24, -6.20)
H (-1.27, -1.02, -4.08)
O (2.49, -1.81, 1.49)
C (1.81, -0.88, 1.88)
O (1.45, 0.15, 1.21)
C (1.41, -0.87, 3.36)
C (2.17, -1.65, 4.21)
C (1.98, -1.63, 5.58)
C (1.00, -0.81, 6.14)
C (0.22, -0.03, 5.31)
C (0.39, -0.06, 3.91)
S (-0.75, 0.85, 3.00)
H (2.94, -2.27, 3.76)
H (2.60, -2.24, 6.23)
H (0.86, -0.78, 7.21)
H (-0.54, 0.62, 5.72)
C (3.08, -5.48, -4.60)
C (2.48, -4.41, -3.72)
C (1.12, -4.42, -3.41)
C (0.56, -3.43, -2.61)
C (-0.91, -3.51, -2.27)
C (1.37, -2.41, -2.12)
C (2.74, -2.38, -2.41)
C (3.63, -1.30, -1.87)
C (3.27, -3.39, -3.20)
C (0.77, -1.33, -1.29)
O (1.01, -0.12, -1.56)
O (0.00, -1.64, -0.33)
H (2.39, -6.31, -4.73)
H (4.01, -5.86, -4.17)
H (3.31, -5.08, -5.59)
H (0.49, -5.21, -3.80)
H (-1.43, -4.12, -3.02)
H (-1.38, -2.53, -2.22)
H (-1.05, -3.97, -1.29)
H (3.48, -1.17, -0.80)
H (3.41, -0.34, -2.34)
H (4.68, -1.55, -2.06)
H (4.33, -3.38, -3.42)
N (-3.53, -0.52, -0.04)
C (-4.58, -1.21, 0.41)
C (-4.29, -1.61, 1.70)
C (-3.00, -1.11, 1.93)
N (-2.56, -0.45, 0.86)
H (-3.23, -0.21, -0.98)
H (-5.45, -1.37, -0.21)
H (-4.90, -2.18, 2.37)
H (-2.38, -1.20, 2.81)

Computed properties:
- Spin multiplicity: 6
- Total charge: -1
- HOMO-LUMO gap (alpha / beta): 7.6706 / 5.4511 eV
- ⟨S²⟩: 8.79

And the Löwdin charges, in e, turn out to be: 1.604, 0.053, -0.280, -0.023, -0.104, -0.110, -0.039, -0.099, -0.515, -0.233, 0.061, -0.098, -0.073, -0.150, -0.063, -0.117, -0.096, -0.007, -0.353, -0.243, 0.068, 0.111, 0.094, 0.089, 0.104, 0.125, 0.104, 0.088, 0.096, 0.107, 0.056, -0.608, -0.193, -0.108, -0.019, -0.068, -0.091, -0.118, -0.546, 0.936, 0.116, 0.100, 0.099, 0.093, -0.063, -0.277, -0.020, -0.191, -0.039, -0.046, -0.183, -0.027, -0.015, -0.612, -0.047, -0.087, 0.068, 0.073, 0.076, 0.108, 0.074, 0.057, 0.089, 0.074, 0.085, 0.072, 0.112, 0.002, -0.099, -0.070, -0.177, -0.080, 0.119, 0.111, 0.086, 0.074

***

(b)
Computed, not measured: a molecular structure, C34H29IrN4O7S, with the ωB97M-V functional and the def2-TZVPD basis.

Atoms and positions in Å:
Ir (-0.81, -0.87, 1.06)
O (3.73, -0.95, 1.33)
C (3.92, 0.23, 1.95)
C (5.22, 0.76, 1.96)
C (5.47, 1.96, 2.59)
C (4.44, 2.66, 3.22)
C (3.16, 2.14, 3.20)
C (2.88, 0.93, 2.57)
C (1.48, 0.43, 2.50)
O (1.28, -0.75, 2.03)
N (0.52, 1.23, 2.90)
N (-0.70, 0.60, 2.72)
C (-1.71, 1.10, 3.34)
C (-3.03, 0.53, 3.31)
C (-4.08, 1.30, 3.84)
C (-5.37, 0.84, 3.87)
C (-5.64, -0.44, 3.36)
C (-4.64, -1.23, 2.86)
C (-3.30, -0.78, 2.82)
O (-2.39, -1.58, 2.36)
H (2.75, -1.12, 1.42)
H (6.00, 0.20, 1.46)
H (6.48, 2.36, 2.59)
H (4.64, 3.60, 3.71)
H (2.34, 2.67, 3.66)
H (-1.54, 2.00, 3.93)
H (-3.84, 2.29, 4.23)
H (-6.17, 1.46, 4.27)
H (-6.66, -0.80, 3.36)
H (-4.85, -2.21, 2.45)
O (-4.15, -2.79, -0.31)
C (-3.43, -1.82, -0.54)
O (-2.15, -1.83, -0.46)
C (-4.07, -0.53, -1.02)
C (-5.27, -0.66, -1.71)
C (-5.90, 0.44, -2.28)
C (-5.34, 1.70, -2.14)
C (-4.18, 1.86, -1.42)
C (-3.52, 0.76, -0.86)
S (-2.12, 1.15, 0.10)
H (-5.69, -1.65, -1.79)
H (-6.82, 0.30, -2.83)
H (-5.83, 2.57, -2.58)
H (-3.74, 2.84, -1.28)
C (5.26, 1.12, -4.80)
C (4.03, 0.95, -3.95)
C (3.09, -0.03, -4.24)
C (1.95, -0.19, -3.47)
C (0.96, -1.29, -3.75)
C (1.74, 0.67, -2.39)
C (2.67, 1.66, -2.08)
C (2.43, 2.59, -0.91)
C (3.81, 1.78, -2.86)
C (0.51, 0.50, -1.54)
O (-0.50, 1.18, -1.81)
O (0.65, -0.32, -0.59)
H (5.43, 0.25, -5.43)
H (6.15, 1.27, -4.19)
H (5.16, 1.99, -5.46)
H (3.26, -0.70, -5.08)
H (1.16, -1.76, -4.71)
H (-0.06, -0.91, -3.76)
H (1.01, -2.06, -2.98)
H (1.99, 2.06, -0.07)
H (1.74, 3.39, -1.19)
H (3.37, 3.04, -0.58)
H (4.54, 2.55, -2.61)
N (-0.88, -3.96, 0.54)
C (-0.30, -5.12, 0.23)
C (1.06, -4.89, 0.12)
C (1.20, -3.52, 0.36)
N (0.02, -2.97, 0.61)
H (-1.85, -3.67, 0.48)
H (-0.89, -6.02, 0.09)
H (1.83, -5.60, -0.12)
H (2.09, -2.91, 0.36)

Computed properties:
- Spin multiplicity: 6
- Total charge: -1
- HOMO-LUMO gap (alpha / beta): 7.3495 / 6.1014 eV
- ⟨S²⟩: 8.78

And the Löwdin charges, in e, turn out to be: 1.487, 0.053, -0.272, -0.021, -0.102, -0.108, -0.039, -0.088, -0.445, -0.167, 0.071, -0.156, -0.112, -0.178, -0.064, -0.114, -0.093, -0.012, -0.376, -0.197, 0.052, 0.111, 0.095, 0.090, 0.103, 0.128, 0.105, 0.088, 0.097, 0.112, 0.026, -0.627, -0.196, -0.122, -0.025, -0.080, -0.092, -0.116, -0.512, 0.935, 0.114, 0.097, 0.098, 0.096, -0.065, -0.279, -0.016, -0.204, -0.024, -0.062, -0.194, -0.015, -0.014, -0.631, -0.045, -0.120, 0.068, 0.073, 0.076, 0.108, 0.072, 0.088, 0.086, 0.073, 0.091, 0.078, 0.114, 0.015, -0.092, -0.065, -0.121, -0.073, 0.131, 0.113, 0.086, 0.105

***

Of them, the most stable is (b) and the least stable is (a).